Entry 1:
{"formula": "C3H3NO2", "method": "ωB97M-V/def2-TZVPD", "species": ["C", "C", "O", "H", "H", "N", "C", "O", "H"], "xyz": [[-1.123, 0.189, -0.304], [-0.368, 1.019, 0.348], [0.210, 1.846, 0.945], [-1.158, -0.853, -0.029], [-1.534, 0.414, -1.316], [1.786, 0.116, -1.741], [1.514, -0.764, -0.914], [1.390, -1.716, -0.240], [2.110, 1.031, -1.532]], "de_lowest_kcal_mol": 40.9, "smiles": "C=C=O.N=C=O"}


Entry 2:
{"formula": "C48H144N24O8P8", "method": "ωB97M-V/def2-TZVPD", "species": ["O", "P", "N", "C", "C", "N", "C", "C", "N", "C", "C", "H", "H", "H", "H", "H", "H", "H", "H", "H", "H", "H", "H", "H", "H", "H", "H", "H", "H", "O", "P", "N", "C", "C", "N", "C", "C", "N", "C", "C", "H", "H", "H", "H", "H", "H", "H", "H", "H", "H", "H", "H", "H", "H", "H", "H", "H", "H", "O", "P", "N", "C", "C", "N", "C", "C", "N", "C", "C", "H", "H", "H", "H", "H", "H", "H", "H", "H", "H", "H", "H", "H", "H", "H", "H", "H", "H", "O", "P", "N", "C", "C", "N", "C", "C", "N", "C", "C", "H", "H", "H", "H", "H", "H", "H", "H", "H", "H", "H", "H", "H", "H", "H", "H", "H", "H", "O", "P", "N", "C", "C", "N", "C", "C", "N", "C", "C", "H", "H", "H", "H", "H", "H", "H", "H", "H", "H", "H", "H", "H", "H", "H", "H", "H", "H", "O", "P", "N", "C", "C", "N", "C", "C", "N", "C", "C", "H", "H", "H", "H", "H", "H", "H", "H", "H", "H", "H", "H", "H", "H", "H", "H", "H", "H", "O", "P", "N", "C", "C", "N", "C", "C", "N", "C", "C", "H", "H", "H", "H", "H", "H", "H", "H", "H", "H", "H", "H", "H", "H", "H", "H", "H", "H", "O", "P", "N", "C", "C", "N", "C", "C", "N", "C", "C", "H", "H", "H", "H", "H", "H", "H", "H", "H", "H", "H", "H", "H", "H", "H", "H", "H", "H"], "xyz": [[7.567, 2.639, 3.270], [6.352, 2.530, 2.419], [5.464, 1.075, 2.666], [4.659, 1.116, 3.862], [6.124, -0.239, 2.453], [6.765, 2.478, 0.760], [8.034, 3.047, 0.360], [5.941, 1.848, -0.307], [5.224, 3.778, 2.490], [5.491, 4.867, 3.419], [3.987, 3.851, 1.643], [5.412, 1.257, 4.638], [3.999, 0.277, 4.084], [4.068, 2.024, 3.981], [6.632, -0.584, 3.354], [6.798, -0.264, 1.597], [5.315, -0.965, 2.370], [8.884, 2.422, 0.631], [8.050, 3.218, -0.716], [8.171, 3.945, 0.961], [4.867, 1.771, -0.138], [6.123, 2.367, -1.248], [6.240, 0.810, -0.452], [5.962, 4.534, 4.344], [6.187, 5.558, 2.942], [4.544, 5.396, 3.524], [3.319, 4.616, 2.037], [3.570, 2.854, 1.784], [4.179, 3.961, 0.575], [1.657, 1.527, 1.485], [0.600, 0.487, 1.726], [0.058, 0.376, 3.376], [0.174, 1.552, 4.272], [-0.873, -0.691, 3.852], [1.158, -1.124, 1.364], [0.354, -2.327, 1.186], [2.606, -1.397, 1.430], [-0.761, 0.665, 0.563], [-0.585, 0.485, -0.870], [-1.819, 1.615, 0.943], [-0.413, 2.371, 3.855], [1.210, 1.846, 4.442], [-0.111, 1.202, 5.264], [-1.399, -0.530, 4.793], [-0.256, -1.565, 4.060], [-1.625, -0.872, 3.084], [0.848, -2.955, 0.445], [0.222, -2.957, 2.066], [-0.635, -2.039, 0.830], [2.862, -1.582, 0.387], [3.089, -0.522, 1.865], [2.768, -2.303, 2.013], [0.146, -0.262, -1.179], [-1.519, 0.125, -1.301], [-0.368, 1.464, -1.298], [-1.403, 2.622, 0.965], [-2.280, 1.268, 1.868], [-2.642, 1.575, 0.229], [-0.968, -9.008, 1.026], [-1.338, -7.576, 0.986], [-0.961, -6.844, -0.547], [-0.607, -7.678, -1.734], [-1.333, -5.483, -0.890], [-0.370, -6.604, 2.069], [-0.671, -6.399, 3.520], [0.982, -6.239, 1.641], [-2.984, -7.192, 1.186], [-3.915, -7.831, 0.384], [-3.488, -5.929, 1.713], [-0.512, -7.142, -2.679], [-1.517, -8.237, -1.956], [0.311, -8.246, -1.588], [-1.658, -5.048, 0.055], [-2.022, -5.511, -1.734], [-0.567, -4.815, -1.285], [-0.632, -5.334, 3.750], [-1.530, -6.967, 3.876], [0.248, -6.654, 4.046], [1.194, -5.251, 2.051], [1.712, -6.917, 2.081], [1.149, -6.291, 0.565], [-4.955, -7.687, 0.677], [-3.795, -7.406, -0.613], [-3.839, -8.906, 0.222], [-4.425, -6.163, 2.218], [-3.683, -5.242, 0.889], [-2.822, -5.490, 2.455], [0.187, -3.496, 5.710], [-0.343, -3.689, 7.081], [-2.017, -3.880, 7.264], [-2.967, -3.031, 6.510], [-2.655, -4.371, 8.459], [0.064, -2.461, 8.117], [-0.057, -2.502, 9.613], [0.409, -1.126, 7.592], [0.309, -5.179, 7.624], [1.654, -5.365, 8.166], [-0.227, -6.437, 7.036], [-2.903, -2.021, 6.913], [-4.025, -3.292, 6.541], [-2.743, -3.074, 5.444], [-2.990, -3.539, 9.078], [-1.972, -5.020, 9.007], [-3.550, -4.938, 8.204], [-0.179, -1.521, 10.071], [-0.911, -3.099, 9.933], [0.877, -2.800, 10.090], [-0.348, -0.371, 7.803], [1.345, -0.823, 8.062], [0.512, -1.181, 6.509], [2.059, -4.460, 8.619], [1.652, -6.151, 8.922], [2.446, -5.726, 7.510], [0.323, -6.715, 6.137], [-1.293, -6.251, 6.910], [-0.237, -7.192, 7.822], [5.340, 0.600, -3.636], [4.271, 1.539, -3.935], [2.749, 1.007, -3.238], [2.768, 0.473, -1.837], [1.467, 0.733, -3.853], [4.085, 1.820, -5.617], [4.704, 0.908, -6.592], [3.140, 2.785, -6.243], [4.588, 3.125, -3.376], [3.564, 3.931, -2.772], [5.941, 3.758, -3.516], [3.777, 0.591, -1.441], [2.494, -0.579, -1.904], [2.016, 0.941, -1.202], [1.576, 0.748, -4.937], [0.665, 1.310, -3.392], [1.246, -0.325, -3.716], [3.930, 0.228, -6.949], [4.881, 1.522, -7.475], [5.655, 0.570, -6.182], [3.544, 3.432, -7.022], [2.281, 2.272, -6.676], [2.788, 3.401, -5.415], [3.037, 4.579, -3.473], [2.800, 3.256, -2.386], [3.899, 4.568, -1.953], [6.006, 4.695, -4.070], [6.597, 3.174, -4.162], [6.333, 3.889, -2.508], [-0.854, -4.816, -4.362], [-0.549, -3.628, -5.242], [-0.822, -4.006, -6.941], [-2.170, -4.090, -7.507], [0.165, -4.811, -7.610], [1.055, -3.015, -5.223], [2.126, -3.699, -4.427], [1.492, -1.884, -5.987], [-1.477, -2.308, -4.806], [-1.678, -1.156, -5.637], [-1.984, -2.191, -3.382], [-2.505, -5.107, -7.712], [-2.193, -3.603, -8.482], [-2.873, -3.612, -6.825], [0.187, -5.863, -7.326], [1.190, -4.474, -7.455], [0.115, -4.902, -8.695], [1.767, -4.505, -3.787], [2.851, -4.134, -5.116], [2.594, -2.966, -3.770], [2.318, -1.556, -5.356], [1.919, -2.167, -6.949], [0.770, -1.079, -6.127], [-1.060, -0.298, -5.374], [-1.665, -1.356, -6.709], [-2.608, -0.631, -5.416], [-3.050, -2.417, -3.416], [-1.886, -1.178, -2.992], [-1.426, -2.870, -2.737], [-5.998, 4.478, -1.111], [-6.304, 3.064, -1.049], [-5.068, 2.001, -1.631], [-4.180, 2.503, -2.697], [-5.072, 0.552, -1.465], [-7.674, 2.660, -1.981], [-8.970, 3.264, -1.752], [-7.519, 2.134, -3.404], [-6.580, 2.560, 0.547], [-6.072, 3.263, 1.713], [-7.510, 1.490, 0.892], [-3.183, 2.550, -2.258], [-4.396, 3.556, -2.879], [-4.218, 1.906, -3.608], [-5.504, 0.119, -2.367], [-5.776, 0.250, -0.690], [-4.062, 0.173, -1.310], [-9.229, 3.993, -2.519], [-9.725, 2.480, -1.806], [-9.035, 3.790, -0.800], [-6.890, 2.840, -3.946], [-6.987, 1.191, -3.530], [-8.461, 2.151, -3.952], [-5.983, 2.565, 2.546], [-5.095, 3.698, 1.500], [-6.753, 4.051, 2.035], [-8.182, 1.713, 1.720], [-6.982, 0.565, 1.120], [-8.155, 1.314, 0.031], [1.806, 6.685, -2.182], [0.372, 6.836, -1.727], [-0.646, 5.565, -2.318], [-0.184, 4.173, -2.192], [-2.123, 5.802, -2.527], [-0.392, 8.281, -2.219], [-1.170, 9.220, -1.331], [-0.323, 8.662, -3.617], [0.081, 6.730, -0.064], [1.242, 6.841, 0.780], [-1.134, 6.295, 0.657], [-0.633, 3.644, -1.352], [0.885, 4.233, -1.988], [-0.464, 3.675, -3.121], [-2.645, 5.307, -1.709], [-2.445, 5.480, -3.517], [-2.313, 6.875, -2.490], [-0.516, 10.003, -0.948], [-2.057, 9.583, -1.849], [-1.455, 8.730, -0.400], [-0.189, 9.732, -3.779], [0.419, 7.993, -4.052], [-1.200, 8.395, -4.205], [1.062, 7.539, 1.597], [1.585, 5.939, 1.287], [2.002, 7.347, 0.185], [-2.008, 6.515, 0.044], [-1.217, 6.761, 1.639], [-1.080, 5.210, 0.740]], "spin_multiplicity": 2, "total_charge": -1, "total_energy_ev": -178570.30140}